(1)
{
  "formula": "C39H71BFIN2O23S",
  "method": "ωB97M-V with the def2-TZVPD basis set",
  "species": ["C", "C", "S", "C", "C", "C", "B", "O", "O", "O", "C", "O", "C", "C", "C", "C", "C", "N", "C", "C", "O", "C", "O", "N", "C", "O", "F", "C", "I", "C", "C", "C", "O", "H", "H", "H", "H", "H", "H", "H", "H", "H", "H", "H", "H", "H", "H", "H", "H", "H", "H", "H", "H", "H", "H", "H", "H", "H", "H", "H", "H", "H", "H", "H", "C", "C", "O", "C", "O", "O", "C", "H", "H", "H", "H", "H", "H", "H", "H", "C", "C", "O", "C", "O", "O", "C", "H", "H", "H", "H", "H", "H", "H", "H", "C", "C", "O", "C", "O", "O", "C", "H", "H", "H", "H", "H", "H", "H", "H", "C", "C", "O", "C", "O", "O", "C", "H", "H", "H", "H", "H", "H", "H", "H", "C", "C", "O", "C", "O", "O", "C", "H", "H", "H", "H", "H", "H", "H", "H"],
  "coordinates": [[10.00, -1.09, -1.21], [9.19, -1.92, -0.19], [7.57, -1.15, 0.18], [6.93, -0.52, -1.44], [5.38, -0.56, -1.43], [4.66, 0.70, -1.93], [4.99, 2.01, -1.11], [4.08, 3.07, -1.25], [6.07, 2.19, -0.26], [5.06, -0.48, 0.00], [3.78, -0.89, 0.21], [3.04, -0.33, 0.89], [3.68, -2.21, -0.59], [2.25, -2.66, -0.98], [1.25, -2.70, 0.23], [-0.09, -2.03, -0.10], [0.03, -0.55, -0.51], [-1.22, 0.21, -0.43], [-2.20, -0.15, -1.32], [-1.89, -0.55, -2.75], [-3.34, -0.11, -0.98], [4.09, -3.25, 0.49], [4.48, -2.88, 1.51], [3.96, -4.69, 0.26], [3.06, -5.32, 1.14], [3.06, -5.32, 2.28], [2.12, -6.03, 0.50], [4.69, -1.96, -1.75], [3.78, -1.74, -3.75], [5.61, -3.21, -1.83], [6.51, -3.35, -3.09], [6.04, -4.48, -4.03], [6.43, -5.76, -3.51], [10.93, -1.59, -1.46], [10.16, -0.10, -0.79], [9.45, -1.00, -2.16], [9.03, -2.95, -0.55], [9.75, -2.02, 0.74], [7.37, -1.06, -2.28], [7.30, 0.51, -1.50], [3.57, 0.59, -1.93], [4.92, 0.90, -2.99], [3.85, 3.29, -0.34], [5.76, 2.23, 0.66], [2.35, -3.68, -1.37], [1.80, -2.03, -1.75], [1.01, -3.76, 0.37], [1.68, -2.36, 1.17], [-0.71, -2.05, 0.81], [-0.62, -2.61, -0.86], [0.42, -0.52, -1.54], [0.78, -0.01, 0.08], [-1.58, 0.28, 0.51], [-1.10, 0.06, -3.21], [-2.77, -0.42, -3.37], [-1.58, -1.60, -2.76], [4.90, -5.06, 0.42], [4.94, -4.07, -1.85], [6.27, -3.24, -0.96], [6.70, -2.42, -3.63], [7.49, -3.70, -2.73], [4.95, -4.48, -4.08], [6.49, -4.40, -5.02], [5.69, -6.14, -3.02], [2.47, 3.96, -3.46], [3.79, 4.04, -4.20], [3.74, 3.34, -5.46], [3.06, 3.94, -6.43], [2.51, 5.01, -6.36], [3.09, 3.15, -7.51], [2.32, 3.63, -8.61], [2.17, 2.92, -3.33], [2.55, 4.43, -2.49], [1.67, 4.46, -4.01], [4.56, 3.55, -3.61], [4.10, 5.07, -4.36], [2.62, 4.64, -8.88], [1.26, 3.60, -8.36], [2.51, 2.97, -9.45], [-2.47, 7.08, 0.05], [-1.08, 6.53, 0.29], [-0.34, 6.40, -0.93], [0.11, 7.54, -1.46], [-0.04, 8.65, -1.00], [0.74, 7.25, -2.60], [1.19, 8.39, -3.33], [-3.00, 6.47, -0.67], [-3.04, 7.10, 0.99], [-2.43, 8.10, -0.34], [-1.15, 5.53, 0.70], [-0.52, 7.14, 1.00], [1.82, 9.03, -2.72], [0.34, 8.95, -3.72], [1.77, 8.02, -4.17], [-6.74, -0.87, -0.73], [-5.79, -2.04, -0.66], [-6.42, -3.22, -0.11], [-7.27, -3.85, -0.92], [-7.55, -3.54, -2.05], [-7.78, -4.89, -0.24], [-8.79, -5.61, -0.95], [-7.18, -0.67, 0.25], [-6.22, 0.02, -1.08], [-7.57, -1.07, -1.42], [-4.97, -1.80, 0.01], [-5.35, -2.27, -1.64], [-8.43, -5.94, -1.93], [-9.68, -4.99, -1.07], [-9.05, -6.48, -0.36], [-5.89, -4.57, 3.22], [-5.08, -3.45, 2.61], [-4.96, -2.33, 3.52], [-4.11, -2.50, 4.53], [-3.44, -3.48, 4.75], [-4.15, -1.39, 5.28], [-3.35, -1.48, 6.47], [-6.87, -4.21, 3.55], [-6.04, -5.37, 2.49], [-5.39, -5.00, 4.09], [-5.60, -3.07, 1.73], [-4.10, -3.78, 2.29], [-2.32, -1.74, 6.23], [-3.78, -2.21, 7.16], [-3.36, -0.50, 6.94], [-7.32, 3.88, 9.89], [-8.26, 3.67, 8.73], [-7.62, 3.01, 7.63], [-7.40, 1.70, 7.80], [-7.71, 1.05, 8.77], [-6.78, 1.24, 6.71], [-6.39, -0.14, 6.80], [-6.43, 4.42, 9.57], [-7.81, 4.46, 10.68], [-7.00, 2.93, 10.32], [-8.58, 4.64, 8.34], [-9.16, 3.13, 9.02], [-7.25, -0.77, 7.03], [-5.62, -0.26, 7.55], [-6.00, -0.42, 5.83]],
  "lowdin_charge": [-0.157, -0.515, 0.938, -0.317, -0.441, -0.074, -0.600, 0.123, 0.152, -0.072, -0.455, 0.222, -0.232, -0.143, -0.160, -0.159, -0.197, 0.065, -0.553, 0.007, 0.068, -0.389, 0.228, 0.153, -0.570, 0.245, 0.124, -0.516, 1.120, -0.219, -0.228, -0.278, -0.073, 0.073, 0.075, 0.052, 0.058, 0.068, 0.065, 0.081, 0.102, 0.103, 0.121, 0.123, 0.115, 0.046, 0.102, 0.118, 0.121, 0.113, 0.102, 0.113, 0.138, 0.083, 0.086, 0.081, 0.155, 0.100, 0.097, 0.078, 0.114, 0.071, 0.120, 0.078, -0.063, -0.195, 0.038, -0.606, 0.120, 0.002, -0.044, 0.082, 0.070, 0.076, 0.102, 0.129, 0.095, 0.098, 0.092, -0.067, -0.212, 0.032, -0.607, 0.123, -0.003, -0.036, 0.083, 0.081, 0.073, 0.121, 0.124, 0.096, 0.099, 0.093, -0.054, -0.209, -0.008, -0.598, 0.130, -0.001, -0.042, 0.085, 0.077, 0.073, 0.101, 0.126, 0.095, 0.099, 0.092, -0.053, -0.197, 0.043, -0.601, 0.127, -0.037, -0.048, 0.086, 0.081, 0.072, 0.088, 0.131, 0.097, 0.105, 0.090, -0.069, -0.213, 0.035, -0.605, 0.121, 0.017, -0.030, 0.081, 0.079, 0.072, 0.121, 0.124, 0.104, 0.090, 0.081],
  "orbital_gap_ev": 8.606,
  "smiles": "CCSC[C@]1(CB(O)O)OC(=O)[C@](CCCCNC(C)=O)(C(=O)NC(=O)F)[C@]1(I)CCCO.CCOC(=O)OC.CCOC(=O)OC.CCOC(=O)OC.CCOC(=O)OC.CCOC(=O)OC",
  "multiplicity": 1,
  "e_lumo_ev": -0.22
}

---

(2)
{
  "formula": "C9H18O3S",
  "method": "ωB97M-V with the def2-TZVPD basis set",
  "species": ["C", "C", "C", "C", "C", "C", "C", "C", "C", "O", "O", "O", "S", "H", "H", "H", "H", "H", "H", "H", "H", "H", "H", "H", "H", "H", "H", "H", "H", "H", "H"],
  "coordinates": [[1.06, 1.25, -1.08], [-2.60, 1.26, -1.99], [-1.51, 0.59, 2.27], [2.46, 0.69, 1.06], [3.08, -2.04, -0.31], [-2.04, -0.16, -1.87], [-1.36, -0.99, 2.13], [-0.57, -0.95, -0.15], [2.09, 0.55, -0.40], [0.26, 2.02, -0.52], [-1.77, -0.39, -0.47], [-0.40, -1.49, 1.07], [3.06, -0.53, -1.41], [0.98, 1.21, -2.11], [-3.59, 1.62, -1.69], [-1.86, 2.03, -1.41], [-2.55, 1.59, -3.04], [-1.38, 0.87, 1.25], [-2.53, 0.91, 2.59], [-0.82, 1.11, 2.91], [2.25, -0.05, 1.81], [2.01, 1.66, 1.36], [3.54, 0.86, 1.22], [3.59, -2.69, -0.99], [1.95, -2.02, -0.15], [3.62, -1.70, 0.56], [-1.06, 0.10, -2.37], [-2.55, -1.00, -2.31], [-2.31, -1.32, 1.71], [-1.18, -1.54, 3.15], [0.12, -1.46, -0.84]],
  "nbo_charge": [0.251, -0.671, -0.650, -0.698, -0.714, -0.082, -0.082, 0.487, -0.239, -0.662, -0.515, -0.501, 0.202, 0.131, 0.217, 0.273, 0.215, 0.248, 0.221, 0.216, 0.225, 0.247, 0.222, 0.233, 0.227, 0.220, 0.200, 0.200, 0.189, 0.209, 0.183],
  "de_lowest_kcal_mol": 123.1,
  "orbital_gap_ev": [5.340, 7.957],
  "multiplicity": 1,
  "e_lumo_ev": [-0.92, 0.67]
}

---

(3)
{
  "formula": "O4",
  "method": "ωB97M-V with the def2-TZVPD basis set",
  "species": ["O", "O", "O", "O"],
  "coordinates": [[-0.67, -0.53, -0.57], [-0.37, -0.42, 0.83], [0.50, 0.68, 0.54], [0.53, 0.28, -0.80]],
  "nbo_charge": [0.002, -0.001, -0.001, 0.000],
  "de_lowest_kcal_mol": 57.9,
  "orbital_gap_ev": 9.811,
  "smiles": "O1OOO1",
  "multiplicity": 1,
  "e_lumo_ev": -0.40
}

---

(4)
{
  "formula": "C14H52O19",
  "method": "ωB97M-V with the def2-TZVPD basis set",
  "species": ["O", "C", "C", "O", "H", "H", "H", "H", "H", "H", "O", "C", "C", "O", "H", "H", "H", "H", "H", "H", "O", "C", "C", "O", "H", "H", "H", "H", "H", "H", "O", "C", "C", "O", "H", "H", "H", "H", "H", "H", "O", "C", "C", "O", "H", "H", "H", "H", "H", "H", "O", "C", "C", "O", "H", "H", "H", "H", "H", "H", "O", "C", "C", "O", "H", "H", "H", "H", "H", "H", "O", "H", "H", "O", "H", "H", "O", "H", "H", "O", "H", "H", "O", "H", "H"],
  "coordinates": [[2.49, -2.83, -1.23], [1.36, -3.52, -1.55], [1.45, -4.98, -1.11], [0.21, -5.68, -1.36], [3.11, -3.39, -0.86], [0.60, -3.07, -0.91], [1.13, -3.39, -2.64], [1.85, -5.23, -0.11], [2.23, -5.35, -1.76], [0.47, -6.60, -1.11], [0.39, -1.09, -5.34], [-0.34, 0.17, -5.56], [-0.30, 1.03, -4.31], [-1.48, 1.83, -4.31], [1.05, -1.14, -6.03], [0.14, 0.65, -6.46], [-1.35, -0.08, -5.87], [0.65, 1.58, -4.14], [-0.43, 0.42, -3.40], [-2.30, 1.33, -4.27], [-0.67, -0.21, 3.36], [-1.50, 0.47, 4.24], [-0.68, 1.42, 5.00], [-1.38, 1.99, 6.10], [-1.22, -0.50, 2.68], [-2.23, 1.17, 3.63], [-1.96, -0.29, 4.86], [-0.37, 2.21, 4.28], [0.18, 1.04, 5.41], [-0.92, 2.81, 6.36], [0.20, 3.75, -0.75], [0.66, 3.03, -1.88], [2.11, 3.26, -2.07], [2.55, 2.65, -3.30], [-0.27, 4.51, -1.10], [0.28, 2.03, -1.57], [0.08, 3.49, -2.66], [2.80, 2.99, -1.24], [2.18, 4.29, -2.19], [3.45, 3.01, -3.49], [3.58, 2.36, 1.40], [2.51, 3.07, 1.87], [1.16, 2.40, 1.79], [0.15, 3.30, 1.92], [4.33, 2.86, 1.53], [2.68, 3.46, 2.85], [2.43, 3.98, 1.22], [1.15, 1.58, 2.52], [1.07, 1.96, 0.91], [-0.09, 3.54, 0.95], [-1.01, -5.55, 2.89], [-1.05, -4.64, 1.83], [-0.48, -3.41, 2.50], [0.86, -3.70, 2.90], [-0.18, -5.34, 3.30], [-0.29, -4.73, 0.96], [-2.04, -4.65, 1.40], [-1.01, -3.00, 3.37], [-0.48, -2.57, 1.83], [1.22, -2.81, 3.23], [-4.24, 1.74, -1.38], [-2.78, 1.79, -1.14], [-2.51, 2.26, 0.24], [-2.77, 3.73, 0.20], [-4.58, 0.98, -0.97], [-2.34, 0.77, -1.30], [-2.33, 2.53, -1.83], [-1.47, 2.11, 0.45], [-2.99, 1.63, 0.99], [-2.16, 4.23, 0.71], [-0.42, -0.11, -0.09], [0.17, -0.09, -0.91], [-0.84, -0.91, -0.26], [-1.72, -2.42, -0.47], [-1.45, -2.15, -1.32], [-2.01, -3.32, -0.60], [-2.54, -1.15, 1.89], [-2.64, -1.36, 1.00], [-2.98, -1.71, 2.53], [2.86, -0.16, 1.15], [1.97, -0.23, 0.88], [2.98, 0.82, 1.19], [1.76, -0.07, -1.59], [2.12, -0.95, -1.42], [2.13, 0.19, -2.42]],
  "lowdin_charge": [-0.029, -0.258, -0.248, -0.079, 0.067, 0.101, 0.150, 0.132, 0.112, 0.114, -0.091, -0.200, -0.235, -0.083, 0.065, 0.133, 0.111, 0.107, 0.106, 0.083, -0.072, -0.265, -0.269, -0.066, -0.026, 0.163, 0.120, 0.119, 0.095, 0.094, -0.085, -0.215, -0.208, -0.081, 0.112, 0.115, 0.132, 0.133, 0.101, 0.111, -0.035, -0.240, -0.309, -0.064, 0.079, 0.121, 0.130, 0.128, 0.054, 0.077, -0.040, -0.244, -0.283, -0.081, 0.061, 0.122, 0.116, 0.123, 0.075, 0.143, -0.063, -0.218, -0.210, -0.054, 0.044, 0.108, 0.117, 0.073, 0.118, 0.048, -0.043, 0.028, -0.066, -0.032, 0.041, 0.083, -0.005, -0.005, 0.087, -0.057, -0.034, 0.003, -0.027, 0.026, 0.040],
  "de_lowest_kcal_mol": 111.3,
  "orbital_gap_ev": 9.528,
  "smiles": "OCCO.OCCO.OCCO.OCCO.OCCO.OCCO.OCCO.O.O.O.O.O",
  "multiplicity": 1,
  "e_lumo_ev": 0.09
}